(a)
This record from OMol25 describes C4H6N2O in the gas phase. The level of theory is ωB97M-V/def2-TZVPD.

The geometry in XYZ format:
```
13
Properties=species:S:1:pos:R:3:lowdin_spin:R:1
C -1.25350 -0.77039 0.78145 0.0173
C -0.84931 -0.84029 -0.71508 0.0182
C 0.33098 1.49304 -0.04270 0.0197
C -0.27221 0.15277 0.10702 0.0672
N 2.42614 0.25769 -0.04441 0.8225
N 1.22943 0.43117 0.36586 0.2298
O 2.84352 -0.90872 -0.14613 0.8008
H -2.14665 -0.21914 1.14788 0.0009
H -1.02061 -1.67772 1.44322 0.0022
H -0.14252 -1.62303 -0.97312 0.0036
H -1.71009 -0.53321 -1.48233 0.0066
H 0.53711 1.89220 -1.10372 0.0070
H 0.02770 2.34564 0.66208 0.0042
```

## Properties
orbital gap (spin up / spin down) = 7.72 / 8.51 eV
multiplicity = 3
⟨S²⟩ = 2.01



(b)
This record from OMol25 describes C4H6N2O in the gas phase. The level of theory is ωB97M-V/def2-TZVPD.

The geometry in XYZ format:
```
13
Properties=species:S:1:pos:R:3:lowdin_spin:R:1
C 0.72611 -1.46425 0.54097 1.4183
C 0.34100 1.07641 -0.28586 -0.0619
C -0.64452 -1.45866 -0.03600 0.2149
C -1.40181 -0.22553 0.38585 0.0223
N 2.23197 2.46931 -0.61093 0.1956
N 1.20185 1.91415 -0.25126 0.0624
O -0.92335 0.98117 -0.38598 -0.0316
H 1.42036 -1.93539 -0.15368 0.1009
H -0.77633 -1.58045 -1.15220 0.0265
H -1.04349 -2.39212 0.43110 0.0400
H -2.47748 -0.56343 0.06045 -0.0010
H -1.19963 -0.14669 1.52263 0.0048
H 2.54531 3.32546 -0.06511 0.0087
```

## Properties
orbital gap (spin up / spin down) = 8.14 / 7.18 eV
multiplicity = 3
⟨S²⟩ = 2.06



(c)
This record from OMol25 describes 2 unconnected molecules or ions with the total composition C4H6N2O. The level of theory is ωB97M-V/def2-TZVPD.

The geometry in XYZ format:
```
13
Properties=species:S:1:pos:R:3:lowdin_spin:R:1
C -2.06428 -0.31901 0.25053 0.0260
C -0.66050 -0.62775 0.32330 0.0581
C -2.16687 0.75018 -0.58055 0.0136
C -0.10051 0.36655 -0.38746 0.6697
N 2.57450 -0.47784 0.28210 0.3057
N 2.13057 0.39798 -0.71876 0.7948
O -0.93191 1.16210 -0.98873 0.0903
H -2.86642 -0.98919 0.52530 0.0047
H -0.21613 -1.37400 1.04592 0.0007
H -3.11179 1.32206 -0.99810 0.0034
H 2.66721 -0.19605 1.31473 0.0187
H 2.16024 -1.34646 0.27328 0.0072
H 2.58590 1.33145 -0.34155 0.0071
```

## Properties
orbital gap (spin up / spin down) = 8.11 / 7.45 eV
multiplicity = 3
⟨S²⟩ = 2.01



Energies, relative to the best one, in kcal/mol: (a) 24.0; (b) 48.5; (c) 0.0.